[1]
C36H59Br2Cl7F3KMgN3O8 | wB97M-V/def2-TZVPD

net charge = +1
spin multiplicity = 1
calculated total energy = -316781.87163 eV
largest force on an atom = 0.112 Eh/bohr
LUMO = -0.1878 Ha

Each line ends with the Mulliken charge.
Element x y z (Å)
C: -3.46499 2.69816 2.89541  0.178
C: -2.60591 3.11506 2.13882  -1.760
C: -1.38430 3.19851 1.17120  -0.006
C: -0.44403 1.95107 1.25524  -0.309
C: 0.63469 2.20209 2.38961  0.560
C: -0.04302 2.06178 3.81214  -1.740
C: -0.07800 3.43962 4.55969  0.036
C: 1.37991 3.84869 4.96426  0.559
N: 2.26706 2.91861 5.57847  -0.569
O: 1.69764 4.99742 4.73192  -0.586
O: 1.74382 1.28330 2.46476  -0.325
C: 1.78847 0.32279 1.40018  0.039
C: 2.96967 -0.61741 1.74823  1.147
C: 4.45465 -0.06954 1.60492  -1.605
C: 2.76737 -2.16946 1.28561  -1.844
C: 1.58651 -2.90339 2.01641  -1.505
C: 1.63796 1.03385 0.02006  0.904
C: 1.95332 -0.07252 -1.14124  -0.213
C: 3.41193 -0.07339 -1.67996  -0.182
O: 3.77588 0.66768 -2.51747  -0.423
F: 4.41575 -1.03795 -1.34391  -0.242
N: 2.47745 2.06746 -0.38002  0.093
C: 3.01708 3.02903 0.28135  0.445
C: 2.33622 4.45505 0.26977  -0.763
C: 4.38781 3.08326 1.02336  -1.285
N: 0.10196 1.46825 -0.10080  1.570
C: -0.79318 0.36808 -0.50278  -1.950
O: -2.16838 0.75810 -0.54178  -0.260
C: -2.75421 0.12397 -1.65084  0.041
C: -2.89407 -1.29767 -1.77195  0.096
C: -3.55773 -1.85185 -2.98042  -0.352
C: -4.03119 -0.99796 -4.04477  -0.566
C: -3.88079 0.43693 -3.92750  -0.721
C: -3.26604 0.97348 -2.72854  -0.361
O: 0.10557 2.57962 -0.92840  -0.403
C: -0.42749 2.45890 -2.20007  0.170
C: 0.14162 3.68103 -3.13830  0.960
C: -0.48067 4.98905 -2.50457  -1.079
O: -0.41981 3.60200 -4.51317  -0.691
H: -4.42047 2.32546 3.28188  0.424
H: -0.87216 4.15254 1.44791  0.494
H: -1.89949 3.33918 0.19472  0.229
H: -1.06923 1.14466 1.71151  0.443
H: 1.03001 3.25059 2.41093  0.123
H: -1.06507 1.62493 3.74865  0.405
H: 0.53237 1.36129 4.46497  0.597
H: -0.71280 3.29176 5.46832  -0.038
H: -0.54375 4.22880 3.93925  0.233
H: 2.47716 2.15098 4.94168  0.228
H: 3.12379 3.41405 5.81893  0.351
H: 0.89703 -0.34117 1.59363  -0.495
H: 2.86935 -0.74261 2.86061  0.368
H: 5.20958 -0.92391 1.70700  0.407
H: 4.71214 0.46521 0.67444  0.124
H: 4.67080 0.59865 2.46888  0.216
H: 3.73543 -2.68137 1.68496  0.733
H: 2.78646 -2.31452 0.15118  0.638
H: 2.01877 -3.51027 2.84775  0.403
H: 1.14115 -3.63438 1.30274  0.379
H: 0.83343 -2.23976 2.48513  0.283
H: 1.50384 -1.05960 -0.91289  0.550
H: 1.40312 0.28441 -2.04681  -0.249
H: 2.80319 5.15210 0.99312  0.566
H: 1.25592 4.39393 0.51551  -0.016
H: 2.43512 4.92434 -0.73907  0.288
H: 4.32663 2.69948 2.06033  0.088
H: 4.77679 4.12674 1.08211  0.559
H: 5.12635 2.53129 0.39120  0.390
H: -0.63874 -0.04578 -1.52573  0.896
H: -0.76373 -0.51460 0.18151  0.448
H: -2.49783 -1.93413 -0.95422  0.448
H: -3.67287 -2.96326 -3.03178  0.268
H: -4.50619 -1.42753 -4.94197  0.438
H: -4.22833 1.11850 -4.72072  0.489
H: -3.20882 2.07838 -2.66427  0.715
H: -0.29123 1.49321 -2.77636  -0.707
H: -1.53213 2.64015 -2.16731  0.580
H: 1.24974 3.75202 -3.12415  0.590
H: 0.30954 5.75377 -2.34112  0.347
H: -0.96050 4.78607 -1.52420  0.099
H: -1.25352 5.44247 -3.16186  0.415
H: 0.36250 3.65919 -5.10166  0.403
Br: -3.39308 4.03546 6.80601  -0.133
C: -2.02754 4.29089 8.17452  -0.611
C: -2.57964 5.01902 9.37155  -0.630
Br: -2.76964 6.92307 9.01587  -0.125
H: -1.19829 4.81124 7.70125  0.368
H: -1.71037 3.28577 8.45031  0.396
H: -1.88905 4.95327 10.21092  0.376
H: -3.55581 4.65487 9.68049  0.375
C: -0.67415 -5.41170 -2.95519  -1.210
C: -2.12837 -5.83081 -2.79269  0.923
C: -2.35529 -7.25113 -3.28180  -1.213
O: -2.96437 -4.93284 -3.53232  -0.463
H: -0.37267 -5.43629 -4.00903  0.343
H: -0.53183 -4.38316 -2.60791  0.089
H: -0.00959 -6.06820 -2.38848  0.392
H: -2.42195 -5.75318 -1.71997  -0.143
H: -2.11506 -7.34319 -4.34839  0.350
H: -3.40345 -7.53041 -3.16811  0.281
H: -1.74227 -7.96217 -2.72501  0.234
H: -2.71190 -4.99921 -4.46239  0.309
Cl: -3.76014 -4.56629 -0.70981  -0.760
K: 4.88225 -2.62483 0.02767  1.117
F: 7.40821 -0.11709 0.65357  -0.877
Mg: -0.24498 1.52845 -4.36212  1.147
C: -2.91410 -11.40121 -1.93906  -0.028
Cl: -2.38811 -11.99703 -3.51889  -0.134
Cl: -1.58225 -10.59373 -1.10498  -0.106
Cl: -4.29278 -10.31373 -2.11105  -0.090
H: -3.22334 -12.25089 -1.34139  0.345
C: 2.09441 0.26629 -8.28628  -0.071
Cl: 1.42826 1.52466 -7.22163  -0.108
Cl: 3.85321 0.33709 -8.34564  -0.098
Cl: 1.52123 -1.24954 -7.64961  -0.052
H: 1.71684 0.40865 -9.29314  0.327
F: 0.36229 -0.43881 -5.15283  -0.704
O: -2.89332 -7.71544 0.96279  -0.600
H: -3.10072 -6.79877 0.72741  0.303
H: -2.12454 -7.64212 1.53570  0.274



[2]
C36H59N5O6PS2Y | wB97M-V/def2-TZVPD

net charge = +2
spin multiplicity = 1
calculated total energy = -90021.94069 eV
relative energy (zero: lowest compared OMol25 entry of this formula, charge and spin) = 1.017 eV
largest force on an atom = 0.070 Eh/bohr
LUMO = -0.1523 Ha

Each line ends with the Mulliken charge.
Element x y z (Å)
Y: 0.21830 0.42788 0.33085  0.774
C: 2.98442 0.89017 4.53098  -0.560
O: 2.00954 1.90373 4.18190  -0.533
C: 1.33995 1.73519 3.06845  0.232
O: 1.45867 0.77114 2.31347  -0.057
N: 0.50375 2.76838 2.83087  -0.351
N: -0.26905 2.74924 1.67215  -0.350
H: 3.63797 1.35704 5.25692  0.291
H: 3.54133 0.58655 3.65141  0.235
H: 2.47256 0.03899 4.97376  0.276
H: 0.45091 3.52894 3.48857  0.255
H: -0.08555 3.58758 1.13350  0.357
H: -1.25262 2.72135 1.91254  0.389
O: -1.09917 -0.18066 2.07349  -0.334
S: -2.50698 -0.32538 2.63793  -0.170
C: -3.41426 -1.38489 1.45582  1.270
C: -3.39880 -2.89369 1.67272  -1.603
C: -2.05351 -3.56920 1.37762  0.657
C: -1.78208 -3.82326 -0.11381  -1.090
S: -0.37138 -2.91115 -0.76515  0.613
O: -0.67152 -1.47766 -0.34053  -0.358
C: 0.85809 -3.51030 0.38327  0.879
C: 1.47128 -2.64376 1.27259  0.223
C: 2.43624 -3.12769 2.14136  -1.140
C: 2.78447 -4.47030 2.10828  -0.703
C: 2.17887 -5.32864 1.19701  -0.926
C: 1.21565 -4.85022 0.32194  -1.407
C: -2.34504 -1.36940 4.05739  0.814
C: -1.14089 -2.00276 4.31802  -0.012
C: -1.04626 -2.80219 5.44979  -0.933
C: -2.13946 -2.94952 6.29496  -0.624
C: -3.33348 -2.29080 6.02490  -0.639
C: -3.44047 -1.48477 4.90306  -0.550
H: -2.93768 -1.10343 0.51411  -1.393
H: -4.43078 -0.98502 1.46279  0.790
H: -4.17962 -3.32087 1.03910  0.591
H: -3.69154 -3.12199 2.69681  0.355
H: -2.01351 -4.52279 1.90105  0.675
H: -1.25077 -2.96252 1.79929  -0.721
H: -2.61361 -3.52985 -0.76143  0.672
H: -1.55609 -4.86913 -0.32946  0.533
H: 1.23371 -1.59588 1.28486  0.783
H: 2.92721 -2.45115 2.83120  0.569
H: 3.54379 -4.84881 2.78129  0.458
H: 2.46337 -6.37254 1.16185  0.455
H: 0.76343 -5.51745 -0.40559  0.521
H: -0.29547 -1.86297 3.65466  0.320
H: -0.11604 -3.31089 5.67147  0.490
H: -2.05835 -3.57377 7.17707  0.418
H: -4.17656 -2.39411 6.69611  0.446
H: -4.36498 -0.95359 4.69237  0.445
C: -2.51554 -0.22647 -3.93272  -1.035
N: -2.76522 0.42122 -2.64590  1.034
C: -4.00299 -0.01062 -1.99262  -1.289
P: -2.00297 1.74993 -2.08441  -1.052
O: -1.32907 1.51448 -0.73752  -0.066
N: -3.17634 2.87371 -1.83139  0.467
C: -2.84712 4.07024 -1.05123  -0.736
C: -4.20836 3.11584 -2.84643  -0.998
N: -0.89049 2.15986 -3.21093  1.021
C: 0.44642 2.65126 -2.85534  -0.787
C: -1.35884 2.69076 -4.49871  -1.047
H: -2.55752 -1.30918 -3.79849  0.295
H: -1.52762 0.02438 -4.30490  0.325
H: -3.27109 0.05237 -4.67363  0.264
H: -3.95081 -1.08229 -1.78370  0.264
H: -4.87128 0.16320 -2.63309  0.419
H: -4.15617 0.52466 -1.05804  0.402
H: -2.03490 3.85800 -0.36180  -0.085
H: -3.71752 4.38387 -0.47414  0.382
H: -2.55137 4.90121 -1.69779  0.297
H: -4.37977 2.22342 -3.44592  0.336
H: -3.93412 3.93692 -3.51317  0.313
H: -5.14686 3.37620 -2.35502  0.338
H: 0.72315 2.35410 -1.85171  -0.377
H: 0.48732 3.74324 -2.91795  0.427
H: 1.19254 2.23686 -3.53452  0.399
H: -2.37538 2.37079 -4.71710  0.352
H: -0.71238 2.32714 -5.29919  0.344
H: -1.33124 3.78342 -4.50557  0.246
C: 4.02701 2.45012 1.20591  -1.515
C: 3.01822 2.68124 0.07845  2.882
C: 2.79961 4.17609 -0.16685  -1.764
C: 3.42352 1.92169 -1.17760  0.870
C: 4.44515 2.42288 -1.97849  -0.812
C: 4.83367 1.76754 -3.13246  -1.462
C: 4.17386 0.60235 -3.49126  -1.277
C: 3.15161 0.06201 -2.71495  0.237
C: 2.48208 -1.21284 -3.19719  0.226
C: 0.98528 -1.02198 -3.46707  -1.221
C: 2.77978 -2.38869 -2.26169  -1.612
C: 2.79847 0.71894 -1.53254  0.595
O: 1.81818 0.23363 -0.70626  0.406
H: 3.73155 2.96990 2.12512  0.462
H: 5.00766 2.83177 0.90984  0.417
H: 4.13575 1.38339 1.41592  0.150
H: 2.06461 2.27738 0.41377  -1.558
H: 3.73609 4.67847 -0.41315  0.410
H: 2.40715 4.66168 0.73297  0.437
H: 2.10539 4.35179 -0.99261  0.232
H: 4.94493 3.34390 -1.69564  0.425
H: 5.63471 2.16003 -3.74583  0.422
H: 4.45533 0.08757 -4.40452  0.465
H: 2.93797 -1.44466 -4.16094  0.902
H: 0.44941 -0.66826 -2.58458  -0.160
H: 0.52928 -1.96239 -3.79240  0.637
H: 0.83667 -0.28562 -4.26354  0.391
H: 2.45851 -2.16432 -1.24310  0.120
H: 3.85349 -2.58213 -2.22651  0.494
H: 2.28260 -3.30313 -2.60350  0.414



[3]
C36H60As2BaClN4O2PSe2 | wB97M-V/def2-TZVPD

spin multiplicity = 1
calculated total energy = -323237.91765 eV
relative energy (zero: lowest compared OMol25 entry of this formula, charge and spin) = 0.792 eV
largest force on an atom = 0.040 Eh/bohr
LUMO = 0.0027 Ha

Each line ends with the Mulliken charge.
Element x y z (Å)
Ba: 0.16496 -0.72254 -0.11966  2.018
C: -0.57306 2.56057 -3.80856  -1.365
As: -1.10661 1.21208 -2.48107  0.953
C: -1.29360 -0.28301 -3.73088  -1.095
C: -3.03263 1.57733 -2.30102  0.109
C: -3.74413 2.25914 -3.28268  -0.451
C: -5.10904 2.46122 -3.16919  -0.762
C: -5.78740 1.97354 -2.06406  -0.768
C: -5.08882 1.29582 -1.07843  -0.446
C: -3.71413 1.09413 -1.18029  -0.527
As: -2.74123 0.18839 0.26865  1.232
C: -3.52057 1.20516 1.76875  -1.391
C: -3.80184 -1.45169 0.35804  -0.930
H: -1.07891 2.42022 -4.76338  0.418
H: 0.50118 2.46187 -3.96171  0.355
H: -0.77792 3.56245 -3.43301  0.377
H: -1.94744 0.01715 -4.54808  0.577
H: -1.72080 -1.14414 -3.22222  0.196
H: -0.31012 -0.55070 -4.11659  0.315
H: -3.22812 2.64358 -4.15685  0.253
H: -5.64379 2.99748 -3.94367  0.390
H: -6.85606 2.12375 -1.96917  0.405
H: -5.62402 0.92470 -0.21186  0.280
H: -4.43521 0.73681 2.13346  0.404
H: -3.73777 2.21325 1.42614  0.561
H: -2.79508 1.26400 2.58163  0.147
H: -4.83935 -1.24677 0.61796  0.517
H: -3.34479 -2.09907 1.10149  -0.107
H: -3.76759 -1.94200 -0.61462  0.391
Cl: 4.94825 -2.99843 -5.79498  -0.242
C: 3.99019 -2.20020 -4.58513  0.101
C: 4.39466 -0.94189 -4.10971  -0.428
C: 3.65993 -0.29113 -3.16025  -0.825
C: 2.46299 -0.85027 -2.60576  0.276
O: 1.78686 -0.22987 -1.72631  -0.352
C: 2.07970 -2.14021 -3.10892  0.938
C: 0.92287 -2.83149 -2.66475  -0.496
O: 0.12433 -2.48787 -1.78565  -0.499
C: 2.85655 -2.78346 -4.09757  -0.926
H: 5.29682 -0.49524 -4.50807  0.418
H: 3.96800 0.67996 -2.79168  0.414
H: 0.73754 -3.79032 -3.18948  0.218
H: 2.54351 -3.75443 -4.46385  0.398
C: 3.50098 1.34410 2.84425  -1.317
Se: 2.02020 0.05162 2.66828  0.324
C: 0.68755 1.10596 3.62178  0.349
C: 0.54623 2.53599 3.14578  -1.192
Se: 0.05971 2.63522 1.25131  0.391
C: 0.01832 4.58354 1.13832  -1.160
H: 3.57286 1.71433 3.86674  0.380
H: 3.39566 2.18072 2.15506  0.259
H: 4.42197 0.81310 2.60871  0.382
H: 0.95793 1.10426 4.67846  0.659
H: -0.22400 0.51956 3.48572  -0.845
H: 1.47746 3.09015 3.27831  0.517
H: -0.23196 3.04187 3.71933  0.535
H: 1.00438 4.99659 1.33557  0.321
H: -0.70478 4.99164 1.84042  0.351
H: -0.28108 4.84665 0.12666  0.324
N: -0.43244 -1.56810 2.09200  -1.135
P: -0.83897 -2.77541 2.94642  -1.613
N: 0.43039 -3.64575 3.75112  1.002
C: 1.04624 -2.93449 4.89062  0.797
C: 2.42915 -3.50754 5.22747  -0.959
C: 2.43140 -5.01387 4.97282  -0.764
C: 2.26105 -5.26963 3.46479  -0.852
C: 1.47036 -4.12499 2.82181  -0.259
N: -1.85544 -2.45815 4.26015  1.792
C: -2.80865 -1.36477 4.10768  0.632
C: -3.00887 -0.60270 5.43817  -1.034
C: -1.90073 -0.97086 6.42416  -0.196
C: -1.96191 -2.46986 6.72420  -1.252
C: -2.13475 -3.27797 5.41517  -1.188
N: -1.72455 -3.95073 2.06616  0.599
C: -2.72949 -4.83086 2.63370  -0.611
C: -2.23768 -6.27839 2.72848  -0.618
C: -1.87854 -6.77856 1.32659  -0.954
C: -0.86274 -5.83443 0.67862  -0.425
C: -1.35229 -4.37890 0.72640  -1.334
H: 0.39599 -3.06034 5.77220  -0.343
H: 1.12843 -1.86112 4.68210  -0.519
H: 2.66070 -3.27433 6.26791  0.517
H: 3.20226 -3.02910 4.61967  0.296
H: 1.59715 -5.45986 5.51930  0.251
H: 3.34434 -5.48226 5.34544  0.443
H: 1.75436 -6.22388 3.29612  0.275
H: 3.23790 -5.33472 2.97916  0.468
H: 1.01281 -4.45645 1.89662  0.083
H: 2.13097 -3.30739 2.54765  0.115
H: -3.78439 -1.74190 3.74812  0.155
H: -2.40282 -0.70745 3.33140  -1.218
H: -3.97634 -0.85863 5.88005  0.408
H: -3.02876 0.47390 5.25370  0.418
H: -1.99249 -0.39431 7.34738  0.513
H: -0.93176 -0.72806 5.98398  -0.133
H: -2.81028 -2.67287 7.38184  0.401
H: -1.06544 -2.78263 7.26732  0.451
H: -3.17463 -3.63920 5.36325  0.674
H: -1.49354 -4.16201 5.39414  0.329
H: -3.60680 -4.80877 1.97350  0.511
H: -3.05833 -4.45124 3.60265  0.077
H: -3.00470 -6.91270 3.18514  0.380
H: -1.35415 -6.30626 3.37191  0.219
H: -2.78839 -6.80368 0.71791  0.315
H: -1.48958 -7.79950 1.35698  0.431
H: -0.67263 -6.12120 -0.36145  0.472
H: 0.08092 -5.91907 1.21307  0.101
H: -2.23008 -4.29015 0.06778  0.489
H: -0.59939 -3.69984 0.32754  0.467



Which formula does entry 1 have?
C36H59Br2Cl7F3KMgN3O8



What is the calculated total energy in the third record?
-323237.91765 eV



Which formula does entry 3 have?
C36H60As2BaClN4O2PSe2